Density functional theory data (ωB97M-V/def2-TZVPD) for a molecular structure, C27H26IrN5OPS.

Summary:
DFT total energy: -60858.047 eV
Frontier orbital gap: 7.106 eV
Highest occupied orbital energy: -17.358 eV
Net charge: +3
LUMO: -10.252 eV

Element x y z (Å)
Ir: 1.2316 -1.2370 -0.4275
C: 0.5842 -1.9821 3.7562
C: 0.5531 -1.8847 2.2718
N: 1.4175 -1.2458 1.5600
N: 2.5337 -0.6400 2.0886
C: 3.4891 -0.1741 1.2502
N: 4.5835 0.3309 1.7757
S: 3.3103 -0.2410 -0.4679
C: -0.4519 -2.6196 1.4568
C: -1.3978 -3.4446 2.0195
C: -2.2246 -4.2029 1.1863
C: -2.0627 -4.1146 -0.1793
C: -1.1005 -3.2466 -0.6861
N: -0.3256 -2.5103 0.1029
H: 1.1066 -1.1509 4.2282
H: 1.0684 -2.9161 4.0572
H: -0.4263 -1.9864 4.1600
H: 2.6686 -0.6554 3.0912
H: 4.7750 0.3396 2.7678
H: 5.3048 0.6973 1.1695
H: -1.4929 -3.5309 3.0922
H: -2.9696 -4.8603 1.6147
H: -2.6629 -4.7020 -0.8600
H: -0.9494 -3.1378 -1.7516
O: 1.7558 -2.7686 -2.6130
N: 1.2171 -1.5074 -2.4428
C: 0.9389 -0.7860 -3.4547
C: 0.3433 0.5428 -3.4106
C: 0.1302 1.1250 -4.6614
C: -0.4997 2.3536 -4.7849
C: -0.9493 3.0067 -3.6498
C: -0.7481 2.4386 -2.3973
C: -0.0836 1.2241 -2.2545
P: 0.0282 0.6579 -0.5413
C: -1.6834 0.4315 -0.0421
C: -2.2947 1.1501 0.9869
C: -3.6467 0.9652 1.2467
C: -4.3911 0.0737 0.4894
C: -3.7906 -0.6315 -0.5507
C: -2.4476 -0.4495 -0.8177
C: 0.8049 1.9474 0.4416
C: 1.5500 2.9545 -0.1750
C: 2.1633 3.9323 0.5935
C: 2.0457 3.9091 1.9765
C: 1.3243 2.8964 2.5987
C: 0.7141 1.9130 1.8372
H: 2.0409 -2.8888 -3.5374
H: 1.1406 -1.1980 -4.4419
H: 0.4547 0.6019 -5.5526
H: -0.6517 2.7868 -5.7640
H: -1.4613 3.9562 -3.7305
H: -1.1181 2.9603 -1.5218
H: -1.7508 1.8858 1.5589
H: -4.1216 1.5395 2.0308
H: -5.4461 -0.0564 0.6910
H: -4.3795 -1.3001 -1.1645
H: -1.9983 -0.9703 -1.6582
H: 1.6518 2.9876 -1.2513
H: 2.7245 4.7201 0.1093
H: 2.5098 4.6848 2.5712
H: 1.2199 2.8895 3.6762
H: 0.1421 1.1376 2.3335

Density functional theory data (ωB97M-V/def2-TZVPD) for C2H4N2O in the gas phase at a distorted geometry.

Summary:
DFT total energy: -7163.136 eV
Frontier orbital gap (alpha / beta): 7.409 / 7.411 eV
Highest occupied orbital energy (alpha / beta): -6.936 / -6.937 eV
LUMO (alpha / beta): 0.473 / 0.473 eV

Element x y z (Å)
C: 1.0945 0.0058 -0.7022
C: -0.2196 -0.0261 -0.0179
N: 2.0369 0.5203 0.0187
N: -0.9052 0.8645 0.7030
O: -0.7684 -1.2513 0.1075
H: 1.4277 -0.5900 -1.6816
H: -0.8209 1.9074 0.6994
H: -1.5832 0.4398 1.3128
H: -0.2618 -1.8704 -0.4396

Density functional theory data (ωB97M-V/def2-TZVPD) for C17H20ClN5O in the gas phase at a distorted geometry.

Summary:
DFT total energy: -39973.194 eV
SMILES: CN(CCc1nc2ccc(Cl)cc2[nH]1)Cc1nc(CC2CC2)no1
Frontier orbital gap: 8.686 eV
Highest occupied orbital energy: -8.230 eV
LUMO: 0.457 eV

Element x y z (Å)
C: -1.7385 -1.5664 -0.4512
N: -0.6194 -0.6768 -0.7111
C: -0.8988 0.7025 -0.3174
C: -1.8117 1.4187 -1.3199
C: -1.1845 1.5383 -2.6628
N: -1.1719 2.6104 -3.3997
C: -0.4982 2.2676 -4.5444
C: -0.1878 3.0181 -5.6719
C: 0.5188 2.4047 -6.6849
C: 0.9100 1.0685 -6.5793
Cl: 1.7965 0.3589 -7.8872
C: 0.6189 0.2905 -5.4752
C: -0.0912 0.9112 -4.4612
N: -0.5571 0.4750 -3.2521
C: 0.6155 -1.1878 -0.1427
C: 0.5764 -1.3588 1.3404
N: 0.2637 -0.4777 2.2400
C: 0.3559 -1.1784 3.4119
C: 0.0702 -0.5656 4.7311
C: 0.7225 -1.3272 5.8606
C: 2.1235 -0.9864 6.2672
C: 0.9757 -0.6355 7.1648
N: 0.7041 -2.4190 3.2251
O: 0.8486 -2.5532 1.8771
H: -1.4712 -2.5777 -0.7551
H: -2.5956 -1.2475 -1.0406
H: -2.0323 -1.5825 0.6069
H: 0.0514 1.2378 -0.2730
H: -1.3510 0.7460 0.6826
H: -2.0271 2.4235 -0.9577
H: -2.7622 0.8879 -1.4130
H: -0.4925 4.0490 -5.7458
H: 0.7791 2.9544 -7.5757
H: 0.9293 -0.7404 -5.4141
H: -0.4145 -0.4098 -2.7865
H: 0.8329 -2.1649 -0.5843
H: 1.4256 -0.4978 -0.3983
H: -1.0169 -0.5472 4.8670
H: 0.4135 0.4707 4.7050
H: 0.4397 -2.3709 5.8893
H: 2.7831 -1.7875 6.5615
H: 2.6235 -0.1841 5.7457
H: 0.8459 -1.1947 8.0784
H: 0.6977 0.4041 7.2509

Density functional theory data (ωB97M-V/def2-TZVPD) for a molecular structure, C7H26EuN4OP at a distorted geometry.

Summary:
DFT total energy: -44296.272 eV
Frontier orbital gap (alpha / beta): 2.147 / 3.577 eV
Highest occupied orbital energy (alpha / beta): 0.431 / -0.955 eV
Net charge: -1
Multiplicity: 8
LUMO (alpha / beta): 2.578 / 2.622 eV

Element x y z (Å)
C: 2.5462 -2.2198 -0.3342
Eu: -1.3777 0.3462 -0.0784
N: -0.6977 2.8284 -0.1611
H: 2.2140 -1.0615 -0.3368
H: -1.1039 3.2750 -0.9908
H: 3.3068 -1.3996 -0.3557
H: 2.9567 -2.7884 -1.1897
H: 1.4489 -2.3510 -0.5786
H: 2.6948 -2.6916 0.6338
H: -1.0206 3.3641 0.6650
H: 0.3216 2.9492 -0.2176
C: -4.8410 0.6016 1.0854
N: -3.8815 -0.4124 0.5834
C: -3.8789 -0.6644 -0.8771
P: -3.0311 -1.3583 1.6735
O: -1.7310 -0.6458 2.0287
N: -3.9248 -1.5512 3.0254
C: -3.2401 -1.5274 4.3303
C: -5.1621 -2.3420 3.0335
N: -2.5970 -2.7212 0.8224
C: -1.4796 -3.4704 1.4376
C: -3.6010 -3.6241 0.2242
H: -5.7355 0.5868 0.4475
H: -4.3875 1.6112 1.0842
H: -5.1367 0.3446 2.1191
H: -3.7318 0.3185 -1.4005
H: -3.0619 -1.3504 -1.1451
H: -4.8191 -1.1043 -1.2235
H: -2.4560 -0.7662 4.3300
H: -3.9966 -1.2831 5.0884
H: -2.8057 -2.5123 4.5618
H: -5.6917 -2.0946 3.9561
H: -5.8033 -2.0976 2.1792
H: -4.9487 -3.4220 3.0377
H: -1.8040 -4.0227 2.3510
H: -1.1042 -4.1965 0.7047
H: -0.6624 -2.7770 1.7124
H: -4.1573 -4.1874 0.9915
H: -4.3020 -3.0843 -0.4204
H: -3.0492 -4.3377 -0.3946

Density functional theory data (ωB97M-V/def2-TZVPD) for C5H8N2 in the gas phase at a distorted geometry.

Summary:
DFT total energy: -8290.534 eV
SMILES: C1=N[C@H]2C[C@H](C2)N1
Frontier orbital gap: 9.492 eV
Highest occupied orbital energy: -8.665 eV
LUMO: 0.827 eV

Element x y z (Å)
C: -0.7700 0.4520 1.1376
N: -1.4703 0.8217 0.0226
C: -0.5447 0.2622 -0.9995
C: 0.0649 -1.2491 -0.8938
C: 1.0539 -0.6060 0.0415
C: 0.9271 0.7076 -0.6785
N: 0.3511 -0.3651 1.2873
H: -1.0007 1.3716 1.9977
H: -0.8427 0.7935 -1.9626
H: 0.6838 -1.9211 -1.5763
H: -0.7347 -1.7949 -0.1500
H: 2.1059 -0.9990 0.1511
H: 1.1692 1.5578 0.0367
H: 1.3873 0.7349 -1.5705
H: 0.6797 -0.3385 2.2614

Density functional theory data (ωB97M-V/def2-TZVPD) for 4 unconnected molecules or ions with the total composition C19H48B3BrNO18P3S at a distorted geometry.

Summary:
DFT total energy: -169614.732 eV
SMILES: CC[C@H](Br)B1OB(CCCCS(=O)(=O)O)OB(N=C(C)C)O1.COP(=O)(OC)OC.COP(=O)(OC)OC.COP(=O)(OC)OC
Frontier orbital gap: 8.734 eV
Highest occupied orbital energy: -8.708 eV
LUMO: 0.026 eV

Element x y z (Å)
C: 1.0503 -4.8198 2.7277
C: -0.0595 -5.5356 1.9476
C: -1.1986 -4.5834 1.5854
Br: -2.3685 -5.3404 0.2170
B: -0.7564 -3.1576 1.0751
O: 0.3225 -3.0137 0.2290
B: 0.6669 -1.6827 0.0165
C: 2.1299 -1.1597 0.2196
C: 2.1253 -0.0674 1.2977
C: 3.5201 0.4481 1.6277
C: 3.4566 1.5671 2.6912
S: 4.6356 1.2580 3.9730
O: 5.9372 1.6294 3.5191
O: 4.4520 -0.0768 4.4584
O: 4.2351 2.2596 5.1490
O: -0.3888 -0.8313 -0.2468
B: -1.3425 -0.8372 0.7729
N: -2.1527 0.2605 1.1103
C: -3.4289 0.1999 1.1080
C: -4.2016 0.0472 2.3896
C: -4.2172 0.3345 -0.1601
O: -1.4445 -2.0420 1.5057
H: 0.6555 -4.0108 3.3489
H: 1.8230 -4.4342 2.0640
H: 1.5391 -5.5228 3.4041
H: -0.4711 -6.3344 2.5692
H: 0.3275 -6.0171 1.0491
H: -1.8387 -4.4498 2.4573
H: 2.7469 -1.9989 0.5523
H: 2.5570 -0.7748 -0.7115
H: 1.6947 -0.4743 2.2222
H: 1.4658 0.7522 0.9952
H: 4.1125 -0.3753 2.0277
H: 4.0076 0.8575 0.7425
H: 2.4679 1.5755 3.1603
H: 3.6394 2.5601 2.2821
H: 3.2848 2.4591 5.1316
H: -3.8103 -0.8233 2.9196
H: -5.2722 -0.0702 2.2313
H: -4.0281 0.9155 3.0307
H: -3.5681 0.7309 -0.9384
H: -5.0664 1.0104 -0.0498
H: -4.5542 -0.6494 -0.5031
C: 7.7769 -0.9245 1.3598
O: 8.5832 -1.9897 0.8319
P: 7.8797 -3.3404 0.3665
O: 6.4906 -3.1468 -0.0588
O: 8.1157 -4.3894 1.5228
C: 7.5084 -4.1389 2.7954
O: 8.8898 -3.9293 -0.6850
C: 8.9676 -3.3051 -1.9747
H: 8.2902 -0.5095 2.2237
H: 7.6572 -0.1499 0.6044
H: 6.7936 -1.2796 1.6618
H: 6.5376 -3.6540 2.6823
H: 8.1670 -3.5175 3.4022
H: 7.3692 -5.1018 3.2784
H: 9.9974 -2.9959 -2.1383
H: 8.3098 -2.4391 -2.0432
H: 8.6757 -4.0345 -2.7265
C: -1.5561 6.7441 -0.9960
O: -2.3405 6.2560 0.1015
P: -3.4721 5.1609 -0.1475
O: -3.2194 4.3332 -1.3289
O: -4.8517 5.9342 -0.1279
C: -5.1066 6.8895 -1.1604
O: -3.5972 4.4502 1.2456
C: -2.5497 3.5641 1.6802
H: -1.4583 7.8208 -0.8756
H: -0.5709 6.2822 -0.9659
H: -2.0205 6.5167 -1.9537
H: -4.6679 6.5733 -2.1085
H: -4.7085 7.8623 -0.8706
H: -6.1847 6.9595 -1.2749
H: -2.1960 3.9207 2.6452
H: -1.7224 3.5270 0.9726
H: -2.9632 2.5690 1.7846
C: -4.4392 -0.1908 -6.5517
O: -5.5951 0.3933 -5.9336
P: -5.7554 0.3620 -4.3481
O: -4.4747 0.3048 -3.6403
O: -6.7819 -0.7966 -4.0329
C: -6.4039 -2.1401 -4.3484
O: -6.6799 1.5956 -4.0501
C: -6.0947 2.9076 -4.1386
H: -4.7782 -0.7382 -7.4286
H: -3.7574 0.6011 -6.8563
H: -3.9162 -0.8618 -5.8728
H: -5.3353 -2.2968 -4.1924
H: -6.6690 -2.3645 -5.3819
H: -6.9579 -2.7944 -3.6815
H: -6.6702 3.4827 -4.8603
H: -5.0508 2.8627 -4.4463
H: -6.1494 3.3732 -3.1575

Density functional theory data (ωB97M-V/def2-TZVPD) for 3 unconnected molecules or ions with the total composition C20H37ClFN2O8.

Summary:
DFT total energy: -55934.674 eV
Frontier orbital gap: 10.110 eV
Highest occupied orbital energy: -12.328 eV
Net charge: +1
LUMO: -2.218 eV

Element x y z (Å)
C: 2.3011 0.5435 1.6811
C: 1.8204 1.3921 0.5049
O: 0.5452 0.9636 -0.0279
C: 0.5347 -0.3101 -0.5398
N: -0.2705 -0.3067 -1.8307
C: 0.1827 0.8538 -2.6951
C: 1.6853 0.9184 -2.9701
C: 1.9297 0.9265 -4.4730
F: 3.2834 0.8516 -4.7220
C: -1.7762 -0.1750 -1.6189
C: -2.2737 0.0748 -0.2021
C: -3.8017 -0.0003 -0.2084
Cl: -4.3689 -1.6138 0.3057
C: 0.0202 -1.5919 -2.5599
C: -0.3574 -2.8529 -1.7894
C: 0.8874 -3.6330 -1.3499
N: 0.6695 -4.6525 -0.4503
O: 1.9883 -3.3287 -1.7507
H: 2.5068 1.1623 2.5512
H: 3.2190 0.0078 1.4403
H: 1.5606 -0.2055 1.9625
H: 2.5505 1.4206 -0.3060
H: 1.6477 2.4208 0.8062
H: 0.0633 -1.0266 0.1319
H: 1.5287 -0.6818 -0.7952
H: -0.4004 0.7749 -3.6144
H: -0.1510 1.7445 -2.1719
H: 2.2402 0.0695 -2.5724
H: 2.0841 1.8356 -2.5469
H: 1.5459 1.8374 -4.9392
H: 1.4647 0.0558 -4.9486
H: -2.2393 -1.0821 -2.0026
H: -2.1019 0.6419 -2.2591
H: -1.9370 1.0346 0.1835
H: -1.9188 -0.7062 0.4681
H: -4.2121 0.1525 -1.2056
H: -4.2470 0.7396 0.4485
H: 1.0886 -1.6168 -2.7633
H: -0.5054 -1.5381 -3.5107
H: -0.9692 -2.6470 -0.9070
H: -0.9711 -3.5031 -2.4140
H: -0.3075 -4.8452 -0.2701
H: 1.1525 -5.5141 -0.6731
C: 8.4339 1.7164 -0.0583
C: 7.2586 2.6308 -0.2681
C: 6.2660 2.7046 0.8789
O: 5.0252 2.9555 0.1984
C: 5.1412 2.4814 -1.0630
O: 4.2269 2.3786 -1.8251
O: 6.4075 2.1415 -1.3322
H: 9.1060 1.7465 -0.9136
H: 8.9892 2.0270 0.8273
H: 8.0957 0.6887 0.0767
H: 7.5840 3.6330 -0.5573
H: 6.4580 3.5036 1.5885
H: 6.1884 1.7492 1.4038
C: -6.5367 -0.3820 2.8038
C: -7.1513 -0.1899 4.1658
C: -6.7930 -1.2389 5.2046
O: -7.9628 -1.2753 6.0204
C: -9.0183 -0.8688 5.2692
O: -10.1549 -0.9621 5.5865
O: -8.5770 -0.3414 4.0985
H: -6.8290 0.4276 2.1354
H: -5.4484 -0.3995 2.8815
H: -6.8742 -1.3214 2.3662
H: -6.9461 0.8128 4.5527
H: -5.9308 -0.9863 5.8159
H: -6.6498 -2.2225 4.7479

Density functional theory data (ωB97M-V/def2-TZVPD) for 2 unconnected molecules or ions with the total composition C2H2ClOP at a distorted geometry.

Summary:
DFT total energy: -25962.180 eV
Frontier orbital gap: 7.995 eV
Highest occupied orbital energy: -8.902 eV
LUMO: -0.907 eV

Element x y z (Å)
C: -1.5634 -0.3513 0.0231
C: 1.5067 0.3556 -0.0223
O: 1.1369 1.4433 -0.2979
P: -0.2472 -1.3966 0.0093
Cl: 3.1325 -0.0780 0.2964
H: -2.4435 -0.6622 0.3901
H: -1.5221 0.6892 -0.3988

Density functional theory data (ωB97M-V/def2-TZVPD) for a molecular structure, C34H29BaN7O at a distorted geometry.

Summary:
DFT total energy: -48897.387 eV
Frontier orbital gap (alpha / beta): 5.950 / 4.398 eV
Highest occupied orbital energy (alpha / beta): -6.737 / -5.125 eV
LUMO (alpha / beta): -0.786 / -0.728 eV

Element x y z (Å)
Ba: -2.0040 0.8613 -1.5138
C: -2.3141 5.4633 -0.6315
C: -2.3935 4.2269 -1.2401
N: -2.3424 3.0913 -0.5516
C: -2.2290 3.1790 0.7930
C: -2.1528 4.4518 1.3822
N: -2.1845 5.5710 0.6948
C: -2.1819 1.9358 1.5526
C: -2.0264 1.9403 2.9310
C: -1.9733 0.7427 3.6566
C: -2.0705 -0.4329 2.9026
C: -2.2054 -0.3786 1.5232
N: -2.2781 0.7893 0.8541
C: -2.2557 -1.5914 0.7174
C: -2.0753 -2.8856 1.2343
N: -2.1299 -3.9710 0.4950
C: -2.3573 -3.8030 -0.8128
C: -2.4870 -2.5408 -1.3603
N: -2.4446 -1.4399 -0.6156
C: -1.7977 0.7229 5.1085
C: -1.6978 1.9009 5.8633
C: -1.5132 1.8286 7.2299
N: -1.4237 0.6942 7.9045
C: -1.5198 -0.4266 7.2066
C: -1.7018 -0.4700 5.8378
H: -2.3418 6.3885 -1.1854
H: -2.4983 4.1345 -2.3134
H: -2.0547 4.5869 2.4497
H: -1.9389 2.8780 3.4474
H: -2.0424 -1.3903 3.3906
H: -1.8637 -3.0628 2.2794
H: -2.4162 -4.7034 -1.4043
H: -2.6147 -2.3951 -2.4243
H: -1.7554 2.8746 5.4066
H: -1.4263 2.7326 7.8181
H: -1.4396 -1.3411 7.7791
H: -1.7588 -1.4350 5.3615
C: 6.5085 -0.9772 -0.6807
C: 5.0226 -0.8153 -0.6945
C: 4.4312 0.4321 -0.8519
C: 3.0562 0.5905 -0.8621
C: 2.4670 1.9536 -1.0243
C: 2.2276 -0.5462 -0.6839
C: 0.8003 -0.4170 -0.5715
O: 0.0980 0.5367 -0.9074
C: 2.8204 -1.8252 -0.5664
C: 2.0472 -3.1129 -0.4797
C: 4.1988 -1.9274 -0.5663
H: 7.0005 -0.0130 -0.7617
H: 6.8233 -1.6054 -1.5128
H: 6.8285 -1.4639 0.2393
H: 5.0685 1.2986 -0.9676
H: 3.2436 2.7154 -1.0266
H: 1.7656 2.1693 -0.2183
H: 1.9132 2.0067 -1.9625
H: 0.2961 -1.2804 -0.1049
H: 0.9899 -3.0121 -0.7012
H: 2.1540 -3.5429 0.5174
H: 2.4669 -3.8223 -1.1924
H: 4.6437 -2.9074 -0.4642
N: -1.5294 0.2896 -3.6575
C: -0.8691 -0.3878 -4.5374
C: 0.1077 -1.3581 -4.1360
C: 0.8941 -1.9956 -5.0552
C: 0.7361 -1.7672 -6.4184
C: -0.2598 -0.8978 -6.8506
C: -1.0440 -0.2267 -5.9510
H: 0.2169 -1.5465 -3.0749
H: 1.6455 -2.6945 -4.7123
H: 1.3708 -2.2683 -7.1311
H: -0.4053 -0.7527 -7.9134
H: -1.8213 0.4422 -6.2871

Density functional theory data (ωB97M-V/def2-TZVPD) for a molecular structure, C23H24BrCl2NO2Pt at a distorted geometry.

Summary:
DFT total energy: -128140.628 eV
Frontier orbital gap (alpha / beta): 7.111 / 5.957 eV
Highest occupied orbital energy (alpha / beta): -14.564 / -15.269 eV
Net charge: +2
Multiplicity: 5
LUMO (alpha / beta): -7.452 / -9.312 eV

Element x y z (Å)
Pt: 0.8217 -3.1232 -0.8684
Cl: 1.4178 -2.4238 4.1471
C: 2.5684 -2.5647 2.9231
C: 3.9148 -2.5669 3.2432
C: 4.8590 -2.4220 2.2325
Cl: 6.4949 -2.3977 2.6814
C: 4.5142 -2.3043 0.8677
C: 5.3611 -1.9642 -0.2052
C: 4.9035 -2.0709 -1.5031
C: 3.6243 -2.5159 -1.7540
N: 2.7560 -2.7433 -0.7306
C: 3.1628 -2.6398 0.5842
C: 2.1545 -2.7604 1.5777
O: 0.9583 -3.1090 1.2626
H: 4.2076 -2.5644 4.2592
H: 6.3395 -1.5287 0.0707
H: 5.5104 -1.9512 -2.3958
H: 3.2651 -2.6671 -2.7759
C: -4.4072 2.9114 -0.4512
C: -4.3784 1.3983 -0.5740
C: -5.1276 1.0026 -1.9251
C: -5.0810 0.7942 0.6554
C: -3.0105 0.7729 -0.6410
C: -2.8588 -0.5988 -0.9018
C: -1.6449 -1.1626 -1.1428
Br: -1.5692 -3.0199 -1.4633
C: -0.4042 -0.4055 -1.1292
O: 0.6788 -0.8805 -1.6643
C: -0.5446 0.9201 -0.5752
C: -1.8150 1.5216 -0.5559
C: 0.5941 1.6504 0.0254
C: 0.1041 2.5455 1.1721
C: 1.2311 2.4628 -1.1076
C: 1.7311 0.7382 0.5399
H: -5.4788 3.2077 -0.4815
H: -3.8812 3.3947 -1.2428
H: -3.9544 3.2355 0.4922
H: -6.0591 1.5751 -1.9886
H: -5.2749 -0.1060 -1.9689
H: -4.4958 1.2684 -2.7911
H: -6.0539 1.2496 0.8139
H: -4.5745 0.9244 1.5981
H: -5.1770 -0.2909 0.5451
H: -3.7352 -1.2499 -0.7647
H: -1.8595 2.5919 -0.3892
H: -0.5043 3.3712 0.8341
H: 0.9804 2.9597 1.7207
H: -0.4777 2.0049 1.9397
H: 0.5660 3.2512 -1.4301
H: 1.4201 1.8366 -2.0017
H: 2.1956 2.9160 -0.8475
H: 1.3482 0.0639 1.3688
H: 2.5489 1.3284 0.9914
H: 2.1354 0.1346 -0.2757